(1)
{
  "formula": "C28H30B2ClF4N7O8Ti",
  "method": "the ωB97M-V functional and the def2-TZVPD basis",
  "spin_multiplicity": 1,
  "orbital_gap_ha": 0.1636,
  "e_homo_ev": -12.9,
  "charge": 2,
  "lumo_energy_ev": -8.44,
  "symbols": ["Ti", "C", "C", "N", "O", "B", "F", "F", "O", "N", "C", "C", "C", "N", "O", "B", "F", "F", "O", "N", "C", "C", "C", "H", "H", "H", "H", "H", "H", "H", "H", "H", "H", "H", "H", "Cl", "O", "C", "C", "C", "C", "C", "C", "C", "O", "O", "H", "H", "H", "H", "H", "C", "C", "C", "C", "C", "N", "C", "O", "N", "C", "C", "C", "C", "N", "C", "C", "C", "H", "H", "H", "H", "H", "H", "H", "H", "H", "H", "H", "H", "H"],
  "coordinates": [[-1.342, 0.171, 0.999], [2.425, 1.574, 2.494], [1.252, 0.781, 2.053], [0.473, 1.154, 1.091], [0.613, 2.389, 0.574], [-0.418, 2.884, -0.463], [-0.088, 4.159, -0.708], [-0.352, 2.029, -1.575], [-1.862, 2.897, 0.045], [-2.472, 1.711, 0.222], [-3.748, 1.653, 0.411], [-4.663, 2.805, 0.238], [-4.220, 0.334, 0.981], [-3.245, -0.449, 1.272], [-3.423, -1.560, 2.017], [-2.153, -2.373, 2.065], [-1.598, -2.140, 0.729], [-2.427, -3.637, 2.365], [-1.035, -1.872, 2.979], [-0.338, -0.877, 2.405], [0.808, -0.465, 2.791], [1.585, -1.067, 3.900], [-5.627, 0.039, 1.317], [2.677, 2.326, 1.753], [3.279, 0.922, 2.673], [2.190, 2.081, 3.436], [-4.108, 3.694, -0.041], [-5.202, 2.987, 1.169], [-5.400, 2.580, -0.537], [1.159, -2.027, 4.179], [1.555, -0.407, 4.771], [2.629, -1.192, 3.612], [-6.317, 0.662, 0.753], [-5.763, 0.232, 2.385], [-5.840, -1.016, 1.152], [1.214, -1.803, -0.320], [-3.893, 3.265, 5.380], [-2.619, 3.584, 5.099], [-2.001, 4.519, 5.927], [-0.715, 4.930, 5.663], [0.005, 4.421, 4.574], [-0.578, 3.464, 3.787], [-1.891, 3.019, 4.042], [-2.494, 1.993, 3.218], [-3.685, 1.744, 3.151], [-1.619, 1.257, 2.489], [-4.225, 2.657, 4.695], [-2.564, 4.915, 6.760], [-0.258, 5.671, 6.307], [0.996, 4.790, 4.350], [-0.047, 3.069, 2.930], [4.677, -5.721, -6.857], [4.570, -4.576, -5.885], [5.434, -3.486, -5.951], [5.330, -2.426, -5.066], [4.350, -2.445, -4.089], [4.270, -1.318, -3.201], [3.202, -0.733, -2.675], [3.152, 0.159, -1.872], [1.938, -1.196, -3.306], [0.744, -1.043, -2.840], [-0.388, -1.302, -3.715], [-1.611, -1.085, -3.248], [-1.827, -0.607, -1.871], [-0.894, -0.385, -1.039], [0.500, -0.598, -1.424], [3.512, -3.544, -3.962], [3.620, -4.591, -4.869], [5.413, -5.518, -7.632], [3.718, -5.914, -7.337], [4.972, -6.636, -6.342], [6.203, -3.461, -6.713], [6.007, -1.583, -5.145], [5.134, -0.842, -2.971], [2.038, -1.552, -4.258], [-0.218, -1.644, -4.729], [-2.479, -1.243, -3.875], [-2.847, -0.439, -1.539], [1.039, 0.338, -1.276], [2.838, -3.641, -3.117], [2.974, -5.453, -4.756]],
  "mulliken_charge": [-3.416, -1.853, 0.425, 1.144, -0.546, 0.611, -0.286, -0.293, -0.449, 0.876, 0.551, -1.996, 0.794, 1.812, -0.543, 0.364, -0.310, -0.243, -0.560, 1.554, 0.662, -1.853, -1.693, 0.449, 0.554, 0.292, 0.446, 0.350, 0.448, 0.493, 0.329, 0.411, 0.446, 0.290, 0.439, -0.087, -0.656, 0.172, -0.721, -0.434, -1.165, -0.441, -0.138, 0.939, -0.693, 0.720, 0.362, 0.485, 0.407, 0.468, 0.892, -1.380, 0.568, -0.774, -0.784, 0.591, -0.016, 0.106, -0.561, 0.085, 0.200, -0.953, -1.422, 0.335, 0.878, 0.670, -0.236, -0.617, 0.358, 0.353, 0.334, 0.350, 0.403, 0.356, 0.520, 0.506, 0.492, 0.375, 0.494, 0.512, 0.449]
}

(2)
{
  "formula": "C25H39N3O6S4Ti",
  "method": "the ωB97M-V functional and the def2-TZVPD basis",
  "spin_multiplicity": 1,
  "orbital_gap_ha": 0.2467,
  "e_homo_ev": -13.5,
  "charge": 2,
  "lumo_energy_ev": -6.80,
  "symbols": ["Ti", "C", "C", "S", "C", "C", "S", "C", "C", "S", "C", "C", "S", "H", "H", "H", "H", "H", "H", "H", "H", "H", "H", "H", "H", "H", "H", "H", "H", "C", "C", "N", "C", "C", "N", "C", "O", "O", "C", "O", "O", "H", "H", "H", "H", "H", "C", "C", "C", "C", "C", "C", "H", "H", "H", "H", "H", "H", "H", "H", "H", "O", "C", "O", "C", "N", "C", "C", "C", "H", "H", "H", "H", "H", "H", "H", "H", "H"],
  "coordinates": [[-0.234, -0.018, 0.734], [3.978, 0.771, -0.894], [3.342, 1.173, -2.225], [1.575, 0.778, -2.328], [0.789, 2.388, -2.500], [0.803, 3.282, -1.271], [-0.167, 2.671, 0.132], [0.604, 3.647, 1.441], [0.386, 3.004, 2.794], [0.965, 1.310, 2.926], [2.782, 1.463, 3.039], [3.597, 0.845, 1.910], [3.312, 1.796, 0.420], [5.059, 0.894, -0.961], [3.759, -0.274, -0.672], [3.837, 0.632, -3.031], [3.486, 2.236, -2.430], [-0.234, 2.179, -2.816], [1.256, 2.933, -3.321], [0.377, 4.256, -1.520], [1.821, 3.441, -0.922], [0.174, 4.648, 1.424], [1.666, 3.726, 1.210], [-0.675, 2.957, 3.046], [0.864, 3.599, 3.574], [3.035, 0.974, 3.979], [3.011, 2.524, 3.154], [3.311, -0.195, 1.750], [4.649, 0.875, 2.195], [-3.579, 2.516, -0.048], [-3.463, 1.498, 1.033], [-2.403, 0.761, 1.348], [-2.801, -0.030, 2.402], [-4.085, 0.231, 2.745], [-4.486, 1.190, 1.856], [-5.079, -0.274, 3.739], [-4.663, -1.162, 4.625], [-6.184, 0.192, 3.715], [-1.842, -0.999, 2.916], [-2.048, -1.795, 3.789], [-0.662, -0.876, 2.280], [-2.883, 2.285, -0.852], [-3.319, 3.509, 0.317], [-4.598, 2.559, -0.434], [-5.417, 1.591, 1.883], [-3.719, -1.394, 4.491], [2.832, -4.046, -0.897], [2.801, -3.407, 0.501], [2.176, -4.376, 1.515], [4.225, -3.026, 0.938], [1.983, -2.191, 0.433], [1.290, -1.185, 0.357], [3.449, -4.945, -0.861], [3.260, -3.367, -1.635], [1.831, -4.332, -1.219], [2.795, -5.272, 1.576], [1.172, -4.670, 1.209], [2.119, -3.928, 2.507], [4.830, -3.933, 0.983], [4.229, -2.568, 1.928], [4.693, -2.342, 0.230], [-1.546, -1.732, -0.060], [-1.616, -1.064, -1.093], [-1.106, 0.118, -1.106], [-2.256, -1.586, -2.359], [-3.460, -0.691, -2.689], [-3.367, -0.345, -4.170], [-1.871, -0.287, -4.386], [-1.357, -1.495, -3.603], [-2.637, -2.585, -2.166], [-3.405, 0.171, -2.144], [-4.340, -1.145, -2.446], [-3.924, 0.572, -4.344], [-3.835, -1.168, -4.707], [-1.465, 0.642, -3.981], [-1.621, -0.331, -5.444], [-0.310, -1.399, -3.322], [-1.469, -2.406, -4.189]],
  "mulliken_charge": [-0.879, 0.151, -1.403, 0.348, -0.795, -1.152, 0.502, -0.987, -1.075, 0.269, -1.200, 0.225, -0.154, 0.636, -0.424, 0.529, 0.445, -0.063, 0.760, 0.676, 0.428, 0.606, 0.422, 0.370, 0.616, 0.574, 0.462, -0.587, 0.660, -1.032, -0.049, 0.147, -0.233, 0.106, -0.045, 0.556, -0.490, -0.555, 0.829, -0.729, 0.131, -0.032, 0.327, 0.472, 0.296, 0.398, -1.579, 1.779, -1.588, -1.573, 0.422, -0.157, 0.446, 0.338, 0.345, 0.444, 0.355, 0.356, 0.479, 0.325, 0.301, -0.569, 0.374, 0.215, -0.226, -0.050, -0.666, 0.078, -0.659, 0.540, 0.101, 0.402, 0.432, 0.363, -0.290, 0.546, 0.204, 0.453]
}

(3)
{
  "formula": "CH6NOP",
  "method": "the ωB97M-V functional and the def2-TZVPD basis",
  "spin_multiplicity": 1,
  "orbital_gap_ha": 0.3302,
  "e_homo_ev": -8.1,
  "lumo_energy_ev": 0.84,
  "symbols": ["C", "N", "O", "P", "H", "H", "H", "H", "H", "H"],
  "coordinates": [[0.495, -0.889, -1.266], [-0.730, 1.467, 0.422], [-0.424, -0.722, 1.626], [0.493, 0.322, 0.817], [1.373, -1.564, -1.030], [0.916, -0.200, -2.083], [-0.402, -1.503, -1.423], [-0.547, 1.506, -0.566], [-0.943, 2.355, 0.916], [-0.230, -0.773, 2.587]],
  "mulliken_charge": [-1.045, -0.466, -0.452, 0.263, 0.269, 0.325, 0.297, 0.242, 0.234, 0.334]
}

(4)
{
  "formula": "C4H7NO2",
  "method": "the ωB97M-V functional and the def2-TZVPD basis",
  "spin_multiplicity": 1,
  "orbital_gap_ha": 0.3726,
  "e_homo_ev": -9.1,
  "lumo_energy_ev": 1.05,
  "symbols": ["C", "C", "C", "O", "C", "O", "N", "H", "H", "H", "H", "H", "H", "H"],
  "coordinates": [[-1.541, -1.131, 0.667], [-1.632, 0.211, -0.007], [-0.443, 1.005, -0.294], [-1.244, 1.349, 0.788], [1.790, 0.793, -0.827], [0.805, 0.466, 0.037], [2.866, 0.112, -0.444], [-0.611, -1.205, 1.234], [-2.384, -1.272, 1.351], [-1.565, -1.934, -0.077], [-2.522, 0.386, -0.615], [-0.369, 1.715, -1.116], [3.719, 0.220, -0.968], [2.872, -0.521, 0.352]],
  "mulliken_charge": [-1.229, 0.046, 0.117, -0.456, -0.516, -0.216, -0.089, 0.311, 0.324, 0.297, 0.394, 0.546, 0.264, 0.207]
}

(5)
{
  "formula": "C8H22BrN2O2",
  "method": "the ωB97M-V functional and the def2-TZVPD basis",
  "spin_multiplicity": 2,
  "orbital_gap_ha": [0.3872, 0.2323],
  "e_homo_ev": [-16.7, -16.7],
  "charge": 2,
  "lumo_energy_ev": [-6.19, -10.40],
  "symbols": ["Br", "C", "C", "O", "N", "H", "H", "C", "H", "H", "H", "H", "H", "H", "C", "N", "C", "C", "C", "C", "O", "H", "H", "H", "H", "H", "H", "H", "H", "H", "H", "H", "H", "H", "H"],
  "coordinates": [[2.981, 1.887, -0.362], [0.169, 1.871, 2.473], [-0.138, 3.346, 2.441], [-1.100, 3.792, 3.049], [0.958, 4.245, 1.774], [1.557, 3.625, 1.248], [0.461, 4.840, 1.126], [1.803, 4.986, 2.856], [-0.063, 1.445, 1.497], [-0.529, 1.410, 3.171], [1.119, 1.596, 2.931], [2.348, 5.731, 2.277], [2.486, 4.288, 3.341], [1.020, 5.358, 3.518], [-2.188, -1.840, -2.037], [-1.033, -2.771, -1.624], [-1.555, -4.047, -1.099], [-0.140, -3.184, -2.785], [-0.208, -2.134, -0.504], [0.376, -0.751, -0.784], [1.404, -0.738, -1.691], [-2.812, -2.496, -2.643], [-1.773, -1.006, -2.603], [-2.674, -1.518, -1.116], [-2.308, -4.538, -1.716], [-2.196, -3.827, -0.246], [-0.724, -4.709, -0.855], [-0.718, -3.491, -3.656], [0.620, -3.896, -2.464], [0.382, -2.290, -3.125], [0.736, -2.656, -0.351], [-0.756, -2.161, 0.438], [0.877, -0.333, 0.089], [-0.358, -0.024, -1.133], [1.974, -0.009, -1.436]],
  "mulliken_charge": [-0.046, -0.810, 0.510, -0.405, 0.020, 0.093, 0.402, -0.716, 0.108, 0.389, 0.395, 0.366, 0.305, 0.371, -0.871, -0.088, -0.926, -0.844, -0.553, -0.326, -0.373, 0.395, 0.376, 0.352, 0.376, 0.459, 0.387, 0.366, 0.387, 0.377, 0.327, 0.413, 0.344, 0.284, 0.156]
}

(6)
{
  "formula": "C27H35ClNO4ReS3Si",
  "method": "the ωB97M-V functional and the def2-TZVPD basis",
  "spin_multiplicity": 2,
  "orbital_gap_ha": [0.2811, 0.2461],
  "e_homo_ev": [-9.9, -9.6],
  "charge": 1,
  "lumo_energy_ev": [-2.29, -2.92],
  "symbols": ["Re", "C", "C", "S", "C", "C", "S", "C", "C", "S", "H", "H", "H", "H", "H", "H", "H", "H", "H", "H", "H", "H", "C", "N", "C", "C", "C", "C", "C", "C", "C", "C", "H", "H", "H", "H", "H", "H", "H", "H", "H", "H", "H", "H", "O", "Cl", "O", "O", "O", "C", "C", "C", "C", "C", "C", "Si", "C", "C", "C", "C", "C", "C", "H", "H", "H", "H", "H", "H", "H", "H", "H", "H", "H"],
  "coordinates": [[0.048, 0.061, 1.096], [-1.101, -2.200, 3.142], [-0.628, -1.270, 4.227], [0.677, -0.128, 3.632], [0.048, 1.455, 4.245], [-1.316, 1.872, 3.760], [-1.462, 1.820, 1.963], [-3.097, 1.021, 1.825], [-3.146, -0.432, 2.257], [-1.701, -1.416, 1.638], [-0.261, -2.791, 2.778], [-1.865, -2.881, 3.521], [-1.422, -0.675, 4.674], [-0.189, -1.880, 5.017], [0.043, 1.410, 5.336], [0.812, 2.174, 3.950], [-2.104, 1.251, 4.181], [-1.506, 2.898, 4.074], [-3.817, 1.622, 2.382], [-3.334, 1.101, 0.766], [-3.196, -0.549, 3.340], [-4.029, -0.894, 1.821], [1.971, 1.236, -1.024], [1.831, 1.261, 0.455], [1.821, 2.670, 0.880], [3.021, 0.575, 1.021], [2.854, -0.915, 0.893], [3.964, -1.749, 0.843], [3.795, -3.124, 0.759], [2.512, -3.654, 0.711], [1.412, -2.809, 0.764], [1.538, -1.414, 0.863], [2.900, 1.734, -1.317], [1.133, 1.753, -1.483], [1.998, 0.204, -1.371], [2.708, 3.195, 0.508], [1.810, 2.722, 1.967], [0.933, 3.164, 0.487], [3.098, 0.854, 2.076], [3.925, 0.923, 0.509], [4.962, -1.327, 0.876], [4.658, -3.776, 0.729], [2.372, -4.726, 0.637], [0.421, -3.253, 0.716], [-2.687, 1.325, -2.722], [-1.918, 0.551, -1.834], [-2.661, -0.420, -1.114], [-0.862, -0.219, -2.689], [-1.084, 1.370, -0.979], [-4.759, -3.567, -4.326], [-4.221, -2.397, -4.846], [-3.001, -1.931, -4.382], [-2.307, -2.629, -3.389], [-2.863, -3.800, -2.872], [-4.082, -4.268, -3.338], [-0.727, -1.991, -2.711], [0.822, -2.177, -3.673], [1.173, -1.350, -4.743], [2.355, -1.560, -5.434], [3.199, -2.601, -5.067], [2.855, -3.442, -4.018], [1.671, -3.232, -3.327], [-5.711, -3.931, -4.690], [-4.755, -1.845, -5.608], [-2.593, -1.015, -4.795], [-2.341, -4.351, -2.096], [-4.509, -5.173, -2.927], [-0.522, -2.353, -1.298], [0.522, -0.535, -5.039], [2.623, -0.912, -6.258], [4.130, -2.753, -5.596], [3.512, -4.254, -3.735], [1.410, -3.893, -2.507]],
  "mulliken_charge": [-0.236, -0.831, -0.871, 0.030, -0.806, -0.790, 0.017, -0.736, -1.042, 0.191, 0.283, 0.639, 0.419, 0.601, 0.528, 0.291, 0.432, 0.549, 0.571, 0.235, 0.520, 0.583, -1.153, -0.096, -0.924, -1.258, 1.268, -0.871, -0.770, -1.041, -0.369, 0.855, 0.444, 0.456, 0.309, 0.382, 0.185, 0.243, 0.449, 0.564, 0.489, 0.412, 0.472, 0.415, -0.638, 1.587, -0.548, -0.308, -0.649, -0.416, -0.838, 0.021, 0.444, -0.402, -0.717, 0.499, 0.566, -0.223, -0.675, -0.429, -0.697, -0.329, 0.397, 0.402, 0.384, 0.357, 0.400, -0.086, 0.374, 0.402, 0.403, 0.404, 0.278]
}

Number 1: DFT total energy -104186.9393 eV. Number 2: DFT total energy -109758.8123 eV. Number 3: DFT total energy -13959.4561 eV. Number 4: DFT total energy -9844.0916 eV. Number 5: DFT total energy -85752.3924 eV. Number 6: DFT total energy -93270.1159 eV.